# 1
The following is a quantum chemistry calculation of a cluster of 2 separate species, CH6N2S2 in total at a distorted geometry, from the Open Molecules 2025 dataset.

Positions of all 11 atoms, in Å:
H  1.666  -1.312  -0.006
N  0.888  -1.187  0.636
C  0.715  0.046  0.895
N  -0.330  0.503  1.624
H  1.426  0.769  0.512
H  -0.879  -0.201  2.085
H  -0.256  1.437  1.979
S  -1.140  -0.943  -2.471
S  -0.461  0.991  -2.306
H  -0.281  -1.447  -1.574
H  -1.348  1.342  -1.375

## Properties
SMILES string: [H]/N=C/N.SS
multiplicity: 1
energy: -25784.8080 eV
relative energy (zero: lowest compared OMol25 entry of this formula, charge and spin): 9.7 kJ/mol
total charge: 0
HOMO-LUMO gap: 9.82 eV


# 2
The following is a quantum chemistry calculation of the ion CH6N4O with charge +2 at a distorted geometry, from the Open Molecules 2025 dataset.

Positions of all 12 atoms, in Å:
N  -1.250  1.215  0.288
N  -1.026  0.215  -0.552
N  0.574  -0.097  -0.825
C  1.232  -0.774  0.045
N  1.289  -1.428  1.139
O  2.408  -1.277  0.150
H  -1.127  1.158  1.218
H  -1.482  2.211  -0.141
H  -1.516  0.342  -1.470
H  -1.563  -0.648  -0.302
H  1.126  0.130  -1.629
H  1.337  -1.048  2.080

## Properties
SMILES string: N[NH2+]NC1=[NH+]O1
multiplicity: 1
energy: -9115.8938 eV
relative energy (zero: lowest compared OMol25 entry of this formula, charge and spin): 277.9 kJ/mol
total charge: +2
HOMO-LUMO gap: 10.35 eV


# 3
The following is a quantum chemistry calculation of the molecule CH6N4O2 at a distorted geometry, from the Open Molecules 2025 dataset.

Positions of all 13 atoms, in Å:
N  2.538  0.035  -1.098
O  1.480  0.289  -0.124
C  0.267  -0.060  -0.465
O  -0.249  -0.347  -1.507
N  -0.765  0.383  0.707
N  -2.008  0.562  0.115
N  -0.715  -0.621  1.695
H  3.373  -0.444  -0.680
H  2.917  0.980  -1.305
H  -2.297  1.445  -0.297
H  -2.204  -0.119  -0.578
H  -0.712  -1.580  1.236
H  -1.625  -0.524  2.302

## Properties
SMILES string: NOC(=O)N(N)N
multiplicity: 1
energy: -11185.4061 eV
relative energy (zero: lowest compared OMol25 entry of this formula, charge and spin): 347.8 kJ/mol
total charge: 0
HOMO-LUMO gap: 9.45 eV